No. 1
This record from OMol25 describes a structure of composition C30H43BrN2P2Pd. The level of theory is wB97M-V/def2-TZVPD.

Results
highest occupied orbital energy (spin up / spin down): -18.342 / -19.878 eV
energy above the lowest of the compared OMol25 structures with the same formula, charge and spin: 0.0000 eV
spin multiplicity: 5
HOMO-LUMO gap (spin up / spin down): 5.10 / 4.56 eV
charge: +4
E_LUMO (spin up / spin down): -13.2 / -15.3 eV
⟨S²⟩: 6.09

XYZ file:
```
79
C30H43BrN2P2Pd | OMol25 | wB97M-V/def2-TZVPD
C 2.13 4.10 -0.20
C 1.13 3.37 -0.90
C 1.24 3.30 -2.32
C 2.28 3.99 -2.94
N 3.21 4.65 -2.26
C 3.13 4.74 -0.93
C 0.06 2.78 -0.20
C -0.73 2.00 0.42
C -2.07 2.15 1.00
C -2.71 1.09 1.64
C -4.07 1.13 1.94
C -4.77 2.29 1.62
C -4.12 3.43 1.13
C -2.75 3.36 0.83
Pd -0.24 -0.22 0.64
P 1.92 -0.40 -0.05
H 0.54 2.72 -2.93
H 2.14 4.16 0.89
H 2.37 3.98 -4.03
H 3.90 5.33 -0.42
H -2.21 4.21 0.42
H -2.15 0.18 1.91
H -4.69 4.34 0.96
H -4.57 0.28 2.38
C 2.49 -2.11 0.27
C 3.77 -2.56 -0.43
H 1.65 -2.78 -0.01
H 2.60 -2.18 1.37
H 3.98 -3.59 -0.14
H 3.67 -2.54 -1.52
H 4.64 -1.95 -0.13
C 2.25 0.00 -1.80
C 3.65 0.47 -2.21
H 1.51 0.78 -2.07
H 1.97 -0.91 -2.37
H 3.68 0.52 -3.31
H 3.87 1.48 -1.85
H 4.45 -0.22 -1.91
C 2.89 0.76 0.96
C 4.38 0.47 1.12
H 2.40 0.78 1.94
H 2.71 1.75 0.51
H 4.81 1.27 1.73
H 4.57 -0.48 1.64
H 4.92 0.48 0.16
Br -6.66 2.28 1.83
P -1.46 -1.35 -0.98
C -0.49 -2.34 -2.17
C -1.14 -3.60 -2.72
H 0.46 -2.60 -1.67
H -0.21 -1.67 -2.99
H -0.42 -4.13 -3.35
H -1.44 -4.29 -1.92
H -2.01 -3.39 -3.35
C -2.49 -2.47 0.05
C -3.81 -2.93 -0.55
H -2.67 -1.93 0.99
H -1.85 -3.33 0.31
H -4.32 -3.57 0.18
H -4.48 -2.09 -0.77
H -3.67 -3.52 -1.46
C -2.52 -0.22 -1.95
C -3.06 -0.76 -3.27
H -1.90 0.67 -2.12
H -3.34 0.11 -1.29
H -3.67 0.02 -3.75
H -2.26 -1.02 -3.97
H -3.71 -1.63 -3.14
C -0.32 -1.49 5.47
C -0.51 -0.16 5.11
C -0.41 0.21 3.77
N -0.18 -0.71 2.81
C 0.03 -1.99 3.14
C -0.03 -2.42 4.47
H -0.40 -1.80 6.51
H -0.73 0.62 5.83
H -0.54 1.25 3.44
H 0.24 -2.68 2.31
H 0.17 -3.46 4.67
```

Atomic partial charges in e from the Mulliken method, atoms 1 to 2: atom 1 (C): -0.2032, atom 2 (C): 0.8895

---

No. 2
This record from OMol25 describes a structure of composition C30H43BrN2P2SW. The level of theory is wB97M-V/def2-TZVPD.

Results
highest occupied orbital energy (spin up / spin down): -19.021 / -19.024 eV
energy above the lowest of the compared OMol25 structures with the same formula, charge and spin: 0.4503 eV
spin multiplicity: 3
HOMO-LUMO gap (spin up / spin down): 5.57 / 4.32 eV
charge: +4
E_LUMO (spin up / spin down): -13.4 / -14.7 eV
⟨S²⟩: 2.07

XYZ file:
```
80
C30H43BrN2P2SW | OMol25 | wB97M-V/def2-TZVPD
C -0.03 4.21 -2.47
C -0.25 2.91 -3.00
C -0.52 2.91 -4.39
C -0.60 4.13 -5.12
N -0.42 5.33 -4.55
C -0.13 5.37 -3.25
C -0.15 1.78 -2.02
C -0.08 1.99 -0.63
C -0.95 2.67 0.28
C -0.41 3.29 1.42
C -1.27 3.77 2.37
C -2.46 3.03 2.49
C -3.14 2.62 1.33
C -2.34 2.42 0.21
W -0.10 0.00 -0.72
P 2.14 -0.57 -0.06
H -0.64 2.00 -4.96
H 0.24 4.37 -1.43
H -0.82 4.16 -6.20
H 0.03 6.37 -2.81
H -2.75 1.82 -0.61
H 0.66 3.51 1.45
H -4.21 2.37 1.32
H -1.00 4.62 2.98
C 2.12 -2.14 0.92
C 3.09 -3.23 0.43
H 1.08 -2.52 0.90
H 2.29 -1.86 1.97
H 2.95 -4.13 1.04
H 2.91 -3.52 -0.61
H 4.13 -2.91 0.54
C 2.68 -0.82 -1.78
C 3.32 0.43 -2.40
H 1.80 -1.15 -2.36
H 3.37 -1.68 -1.73
H 3.52 0.19 -3.45
H 2.64 1.29 -2.37
H 4.27 0.68 -1.90
C 3.21 0.62 0.79
C 4.64 0.12 1.07
H 2.69 0.92 1.72
H 3.22 1.52 0.15
H 5.24 0.97 1.45
H 4.66 -0.66 1.84
H 5.14 -0.25 0.17
Br -3.13 2.68 4.15
P -1.17 -1.99 -0.71
C -0.40 -3.41 -1.57
C -1.17 -4.72 -1.48
H 0.61 -3.50 -1.15
H -0.25 -3.12 -2.62
H -0.46 -5.55 -1.63
H -1.63 -4.88 -0.50
H -1.93 -4.79 -2.27
C -2.42 -2.65 0.44
C -3.72 -3.22 -0.14
H -2.64 -1.86 1.18
H -1.87 -3.41 1.01
H -4.38 -3.49 0.70
H -4.27 -2.50 -0.75
H -3.56 -4.14 -0.71
C -1.94 -0.88 -1.96
C -2.28 -1.65 -3.29
H -1.24 -0.01 -2.23
H -2.83 -0.46 -1.48
H -2.66 -0.91 -4.01
H -1.39 -2.12 -3.74
H -3.05 -2.41 -3.09
S -0.50 0.01 1.50
C -0.20 0.15 3.51
N -1.31 0.30 4.26
C -1.30 0.39 5.64
C -0.11 0.18 6.30
C 1.07 -0.02 5.56
C 1.01 0.01 4.14
H -2.19 0.53 3.79
H -2.25 0.64 6.13
H -0.11 0.17 7.39
H 2.01 -0.20 6.10
H 1.90 -0.12 3.53
```

Atomic partial charges in e from the Mulliken method, atoms 1 to 2: atom 1 (C): -0.5530, atom 2 (C): 0.8876

---

No. 3
This record from OMol25 describes a cluster of 11 separate species, C30H43Cl12F15N2O12 in total. The level of theory is wB97M-V/def2-TZVPD.

Results
highest occupied orbital energy (spin up / spin down): 0.009 / -6.275 eV
spin multiplicity: 2
HOMO-LUMO gap (spin up / spin down): 1.81 / 8.07 eV
charge: -1
E_LUMO (spin up / spin down): 1.8 / 1.8 eV
⟨S²⟩: 0.75

XYZ file:
```
114
C30H43Cl12F15N2O12 | OMol25 | wB97M-V/def2-TZVPD
C -2.00 3.46 1.89
O -1.33 2.91 1.01
N -2.84 2.78 2.68
C -3.86 3.46 3.52
C -2.90 1.31 2.64
H -2.03 4.55 2.01
H -3.73 4.53 3.65
H -3.85 3.10 4.54
H -4.83 3.27 3.06
H -1.99 0.78 2.35
H -3.05 0.90 3.64
H -3.79 1.04 2.07
C 3.41 -4.68 0.20
O 4.64 -4.56 0.37
N 2.52 -4.88 1.23
C 1.05 -5.05 0.97
C 2.94 -4.89 2.55
H 2.92 -4.68 -0.79
H 0.72 -6.03 1.32
H 0.82 -4.87 -0.08
H 0.44 -4.31 1.49
H 2.67 -4.08 3.22
H 2.46 -5.78 2.95
H 4.02 -4.99 2.66
C -4.18 -7.38 3.43
C -2.74 -6.84 3.32
O -2.70 -5.39 3.16
C -3.32 -4.82 2.12
O -3.88 -5.43 1.20
C -3.19 -3.27 2.03
F -2.41 -2.93 3.05
F -2.69 -2.86 0.89
F -4.42 -2.67 2.09
H -4.31 -8.42 3.73
H -4.86 -7.20 2.60
H -4.68 -6.81 4.22
H -2.19 -7.23 2.46
H -2.19 -7.19 4.19
C -0.17 7.84 -8.42
C -1.16 6.75 -7.90
O -1.10 6.63 -6.44
C -1.86 5.71 -5.79
O -2.64 4.89 -6.27
C -1.68 5.74 -4.28
F -2.71 6.28 -3.64
F -1.55 4.47 -3.81
F -0.62 6.44 -3.91
H 0.80 7.80 -7.93
H -0.58 8.85 -8.37
H 0.09 7.63 -9.46
H -1.05 5.77 -8.36
H -2.18 7.10 -8.09
C 0.48 2.40 -1.85
C 1.06 0.98 -1.81
O 0.79 0.43 -0.46
C 1.06 -0.87 -0.14
O 1.28 -1.73 -0.99
C 0.96 -1.25 1.31
F 0.00 -2.17 1.50
F 2.16 -1.74 1.70
F 0.65 -0.17 1.98
H 1.05 3.09 -1.22
H -0.58 2.47 -1.62
H 0.58 2.78 -2.87
H 2.14 1.02 -1.89
H 0.58 0.40 -2.60
C 0.98 0.02 5.52
C 0.13 1.24 5.42
O 0.79 2.32 6.05
C 0.34 3.57 6.04
O -0.86 3.83 5.87
C 1.37 4.65 6.37
F 1.63 5.53 5.39
F 0.88 5.25 7.43
F 2.50 4.07 6.75
H 1.15 -0.12 6.59
H 1.92 0.29 5.05
H 0.55 -0.83 4.99
H -0.80 1.10 5.97
H -0.10 1.40 4.36
C 1.85 -3.57 -4.86
C 0.98 -3.56 -3.59
O -0.38 -3.70 -3.95
C -1.26 -3.98 -3.00
O -0.98 -4.10 -1.81
C -2.67 -4.34 -3.57
F -3.02 -5.62 -3.16
F -3.51 -3.43 -3.00
F -2.73 -4.31 -4.91
H 2.01 -4.55 -5.30
H 2.80 -3.17 -4.51
H 1.39 -2.90 -5.59
H 1.05 -2.69 -2.94
H 1.27 -4.39 -2.94
C -4.18 2.83 -1.48
Cl -4.62 1.13 -0.97
Cl -4.85 4.07 -0.39
Cl -4.63 2.94 -3.15
H -3.10 2.80 -1.39
C 5.63 -0.93 0.48
Cl 7.35 -0.55 0.15
Cl 4.58 0.09 -0.45
Cl 5.22 -0.81 2.16
H 5.45 -1.94 0.10
C 4.03 3.11 2.20
Cl 4.63 4.79 2.74
Cl 3.16 3.06 0.66
Cl 3.07 2.37 3.49
H 4.94 2.58 1.92
C 5.15 0.89 -4.26
Cl 6.70 0.29 -3.53
Cl 4.32 2.05 -3.19
Cl 4.06 -0.46 -4.50
H 5.32 1.35 -5.24
```

Atomic partial charges in e from the Mulliken method, atoms 1 to 2: atom 1 (C): -0.1050, atom 2 (O): -0.5984

---

No. 4
This record from OMol25 describes a structure of composition C30H43Cl3CrN5O3Si. The level of theory is wB97M-V/def2-TZVPD.

Results
highest occupied orbital energy (spin up / spin down): -2.357 / -4.996 eV
energy above the lowest of the compared OMol25 structures with the same formula, charge and spin: 3.0965 eV
spin multiplicity: 5
HOMO-LUMO gap (spin up / spin down): 4.07 / 6.71 eV
charge: -1
E_LUMO (spin up / spin down): 1.7 / 1.7 eV
⟨S²⟩: 6.02

XYZ file:
```
86
C30H43Cl3CrN5O3Si | OMol25 | wB97M-V/def2-TZVPD
C -2.20 -2.72 -5.55
C -1.29 -3.05 -4.38
H -1.84 -3.23 -6.46
H -2.29 -1.65 -5.78
H -3.22 -3.13 -5.35
C -0.96 -4.33 -4.20
C -1.38 -5.55 -5.01
H -0.40 -4.65 -3.33
H -1.02 -5.60 -6.04
H -2.47 -5.75 -5.01
H -0.93 -6.43 -4.51
Cr 0.18 1.81 0.71
Cl -2.07 2.12 0.63
Cl 0.76 3.26 -0.93
H 1.76 6.54 3.69
H -0.64 6.97 3.49
C 1.79 5.76 2.93
C -0.60 6.40 2.56
N 0.42 5.38 2.61
H 2.36 4.90 3.29
C 0.08 4.19 2.12
O 0.86 3.22 2.00
H -1.54 5.86 2.40
H -0.99 4.10 1.84
H 2.32 6.17 2.06
H -0.45 7.07 1.71
H 1.55 -0.75 -2.32
H 2.87 -3.13 -1.24
C 2.63 -0.70 -2.47
C 3.72 -2.44 -1.16
N 3.27 -1.07 -1.24
H 2.90 0.30 -2.80
C 3.47 -0.18 -0.22
O 3.31 1.03 -0.29
H 4.22 -2.60 -0.20
H 3.80 -0.68 0.72
H 2.90 -1.44 -3.22
H 4.40 -2.65 -2.00
O -0.34 -0.63 -3.78
C -1.19 -1.91 -3.31
C 0.39 -3.26 -1.74
C -0.76 -2.45 -1.94
H 1.14 -3.32 -2.55
C 0.52 -4.04 -0.58
H -2.22 -1.54 -3.21
C -1.60 -2.29 -0.82
H 1.25 -4.85 -0.50
C -0.24 -3.74 0.57
C -1.31 -2.85 0.43
H -2.48 -1.64 -0.91
H 0.03 -4.15 1.56
H -1.88 -2.58 1.33
Si -0.57 0.93 -4.15
Cl 0.24 0.03 -0.30
C 0.91 2.18 -4.00
C -1.68 1.92 -2.94
C -1.47 1.00 -5.73
H 1.75 1.83 -3.39
H 0.70 3.19 -3.60
H 1.23 2.39 -5.02
H -1.09 0.19 -6.37
H -1.38 1.95 -6.27
H -2.53 0.81 -5.51
H -1.73 1.46 -1.95
H -2.69 1.97 -3.37
H -1.36 2.95 -2.75
N -0.76 0.92 10.72
C -0.71 0.65 9.58
C -0.64 0.33 8.20
C -1.49 0.97 7.29
C -1.39 0.67 5.94
C -0.45 -0.27 5.54
C 0.41 -0.93 6.41
C 0.33 -0.61 7.77
N -0.20 -0.34 4.19
C 0.69 -1.23 3.60
C 1.01 -0.70 2.40
N 0.41 0.54 2.28
C -0.39 0.70 3.33
H -2.21 1.73 7.61
H -2.00 1.16 5.21
H 1.18 -1.62 6.04
H 1.01 -1.08 8.49
H 1.07 -2.14 4.03
H 1.45 -1.28 1.60
H -1.10 1.51 3.44
```

Atomic partial charges in e from the Mulliken method, atoms 1 to 2: atom 1 (C): -1.6540, atom 2 (C): 0.4206

---

Electronic energy values, unit Eh, following the record order: -4661.37245; -4998.67821; -9201.58963; -4383.12424.